1.
Entry from OMol25: C4H8NO as an isolated structure at a distorted geometry (ωB97M-V/def2-TZVPD).

Structure (XYZ):
```
14
Properties=species:S:1:pos:R:3
C 0.24925 -0.78899 0.75524
C 0.90317 -1.51539 1.59423
C -0.87769 -0.69288 -0.19319
C -0.52280 0.75709 -0.76962
N 0.80639 0.90846 -0.00412
O -0.28194 0.91991 -2.08457
H 1.80700 -0.99289 1.93624
H 0.39920 -2.25706 2.16101
H -1.07427 -1.49226 -0.88122
H -1.80819 -0.47337 0.36405
H -1.28867 1.27015 -0.28514
H 0.81396 1.68558 0.66024
H 1.51673 0.91151 -0.74300
H -0.64212 1.76015 -2.51015
```

## Properties
**Orbital gap**: 11.2 eV
**Net charge**: +1
**LUMO energy**: -4.30 eV
**HOMO level**: -0.57100 hartree

2.
Entry from OMol25: an isolated ion of composition C7H5O4S2 and charge -1 at a distorted geometry (ωB97M-V/def2-TZVPD).

Structure (XYZ):
```
18
Properties=species:S:1:pos:R:3
C -1.60987 -0.42478 -1.41429
C -0.58251 -0.19844 -0.31559
C 0.26263 -1.27080 0.27068
C 0.10323 -0.63134 1.70453
O -1.21081 -0.39882 1.99467
C -0.82137 0.49209 0.98372
C 0.31924 1.44906 1.28444
C 1.05247 0.54392 2.08149
S 2.44885 0.28755 2.87347
O 0.71401 2.24399 0.42239
S 0.92313 1.07246 -1.19569
O 0.26764 1.59646 -2.37162
O 2.13748 0.29831 -1.32572
H -1.20767 -1.26955 -2.04507
H -1.44500 0.46243 -1.95162
H -2.60356 -0.57553 -1.08471
H 1.37823 -1.34217 0.01259
H -0.12611 -2.33484 0.07632
```

## Properties
**Orbital gap (alpha / beta)**: 6.1 / 6.3 eV
**SMILES string**: C[C@]12C[C@]34O[C@]13C(=C4[S-])OS2(=O)=O
**Net charge**: -1
**LUMO energy (alpha / beta)**: 2.87 / 2.95 eV
**HOMO level (alpha / beta)**: -0.11805 / -0.12447 hartree

3.
Entry from OMol25: a 2-piece molecular cluster, C2H9NOS2 overall at a distorted geometry (ωB97M-V/def2-TZVPD).

Structure (XYZ):
```
15
Properties=species:S:1:pos:R:3
N 1.27406 -1.78960 -0.71958
C 0.05400 -1.10132 -0.32780
C 0.46302 0.49929 -0.20311
S -1.16013 1.38284 0.16762
S -1.80062 0.09975 1.77933
H 2.00490 -1.89736 -0.02906
H 0.96046 -2.69880 -1.12167
H -0.45197 -1.67382 0.42550
H -0.72843 -1.23646 -1.18036
H 1.01859 0.88268 -1.17112
H 1.25704 0.70251 0.46051
H -1.27227 0.75398 2.86180
O 3.36280 -0.18216 -2.32306
H 2.95031 -0.60418 -3.08765
H 2.71053 -0.35337 -1.50227
```

## Properties
**Orbital gap**: 9.3 eV
**SMILES string**: NCCSS.O
**Net charge**: 0
**LUMO energy**: 0.12 eV
**HOMO level**: -0.33709 hartree

4.
Entry from OMol25: one molecule with the formula C3H6N2S2 at a distorted geometry (ωB97M-V/def2-TZVPD).

Structure (XYZ):
```
13
Properties=species:S:1:pos:R:3
H -3.28471 -0.58731 -0.16962
N -2.83994 0.30546 0.04440
C -1.59271 0.26744 -0.17291
N -0.75881 1.32081 0.15790
S 0.67238 1.48335 -0.79948
C 0.98540 -0.29101 -0.64744
C 1.64819 -0.68164 0.65364
S -0.65070 -1.07479 -0.88337
H -1.25832 2.20230 0.35531
H 1.58585 -0.54460 -1.53189
H 1.77942 -1.80142 0.72411
H 1.06553 -0.39026 1.53980
H 2.64844 -0.20833 0.72954
```

## Properties
**Orbital gap**: 9.0 eV
**SMILES string**: [H]/N=C1/NS[C@@H](C)S1
**Net charge**: 0
**LUMO energy**: 0.49 eV
**HOMO level**: -0.31275 hartree

5.
Entry from OMol25: C20H28IrN2Si as an isolated structure at a distorted geometry (ωB97M-V/def2-TZVPD).

Structure (XYZ):
```
52
Properties=species:S:1:pos:R:3
C 0.76766 1.92298 3.62045
C 1.13526 1.98234 2.17270
C -0.11675 2.09784 1.40554
H 2.13967 1.95141 1.77378
C -1.24121 2.11122 2.37041
C -0.67688 2.02939 3.72673
H -1.24121 2.04387 4.64390
H 1.47075 1.87722 4.44172
H -0.21247 2.30777 0.34795
H -2.29674 2.21954 2.11118
Ir -0.11616 0.23559 2.23976
C -0.51848 -1.35002 0.55429
H -1.33253 -0.51433 0.49807
H -0.83216 -2.31957 1.02214
H 0.71918 -1.16618 0.66016
Si 0.14779 0.00948 -1.44363
C 1.52152 -0.59114 -2.52986
C 2.51277 0.37021 -2.84724
H 2.44748 1.34688 -2.39210
C 3.56014 0.06689 -3.73389
H 4.30297 0.84473 -3.92074
C 3.64338 -1.14722 -4.32173
H 4.43849 -1.37345 -4.98733
C 2.68352 -2.12566 -4.06609
H 2.73776 -3.08818 -4.51902
C 1.62758 -1.83583 -3.18391
H 0.86114 -2.59828 -2.99154
C -1.24085 0.55642 -2.55695
C -1.05329 0.70862 -3.93257
H -0.17816 0.33631 -4.42358
C -2.03780 1.41874 -4.71723
H -1.82495 1.56123 -5.77386
C -3.16412 1.87267 -4.12732
H -3.89116 2.42794 -4.71802
C -3.43695 1.64292 -2.80658
H -4.34296 1.96514 -2.33011
C -2.48596 0.95107 -2.00595
H -2.70323 0.74967 -0.96706
H 0.76943 1.17741 -0.63453
H -0.52063 -1.70611 -0.51586
N -1.41473 -1.00129 3.46232
C -0.89071 -1.61908 4.74408
C 0.56652 -1.91629 4.52223
N 1.06899 -1.27063 3.25166
H -2.28082 -0.51453 3.68585
H -1.80671 -1.76590 2.89511
H -1.00093 -0.88998 5.51626
H -1.45032 -2.52421 4.97642
H 1.16669 -1.59404 5.34958
H 0.70786 -2.99357 4.41864
H 1.31426 -2.01818 2.56941
H 1.99810 -0.86186 3.46638
```

## Properties
**Spin multiplicity**: 6
**Orbital gap (alpha / beta)**: 6.3 / 3.1 eV
**⟨S²⟩**: 8.777
**Net charge**: +2
**LUMO energy (alpha / beta)**: -5.11 / -10.71 eV
**HOMO level (alpha / beta)**: -0.42005 / -0.50916 hartree

6.
Entry from OMol25: a 8-piece molecular cluster, H16O8 overall (ωB97M-V/def2-TZVPD).

Structure (XYZ):
```
24
Properties=species:S:1:pos:R:3
O 0.92602 -0.12061 0.78457
H 0.56644 -0.61867 1.52728
H 0.26246 0.55720 0.61351
O -3.42150 -2.34161 0.42520
H -2.96163 -1.80516 -0.23034
H -4.10350 -2.79709 -0.08116
O 3.47938 1.27135 -0.94700
H 3.93885 1.53679 -1.75163
H 2.58913 1.62356 -1.05826
O -3.65205 2.24554 -1.67916
H -2.95491 1.58248 -1.73682
H -3.91365 2.39105 -2.59534
O 0.02107 1.53755 -3.46316
H -0.31822 2.14319 -4.13181
H 0.96932 1.70971 -3.45035
O -1.29967 2.80867 0.14673
H -1.33732 3.37699 0.92427
H -1.02194 1.95369 0.49439
O 4.06555 -1.83553 3.83481
H 3.78917 -2.59180 3.30505
H 4.73627 -2.19579 4.42586
O -0.16804 -3.46081 1.01837
H -0.41678 -3.64513 1.93114
H 0.57024 -4.05752 0.85143
```

## Properties
**Orbital gap**: 11.4 eV
**SMILES string**: O.O.O.O.O.O.O.O
**Net charge**: 0
**LUMO energy**: 0.31 eV
**HOMO level**: -0.40757 hartree

Listing relative energy (zero: lowest compared OMol25 entry of this formula, charge and spin) for the structures above in their given order: 61.8, 110.9, 33.6, 12.8, 44.3, 74.6 kcal/mol.